## a
A molecular structure, C2H2FOTl, computed with wB97M-V/def2-TZVPD.

```
7
Properties=species:S:1:pos:R:3
C -1.985 -0.374 0.033
C -0.701 -0.368 0.265
O 0.451 -0.379 0.479
H -2.400 -1.142 -0.620
H -2.614 0.370 0.522
F 4.361 1.506 -0.660
Tl 2.888 0.386 -0.020
```

Output
Spin multiplicity = 1

## b
A molecular structure, C2H2FOTl, computed with wB97M-V/def2-TZVPD.

```
7
Properties=species:S:1:pos:R:3
C 1.350 0.936 -0.425
C 0.126 0.553 -0.168
O -1.031 0.432 0.015
H 1.531 1.567 -1.295
H 2.126 0.768 0.321
F -1.368 -2.842 0.889
Tl -2.733 -1.413 0.663
```

Output
Spin multiplicity = 1

Which is less stable than every other structure shown? a is.